Record 1
Below is C12H8Br2F5I2O5PtSeTe as an isolated structure, with properties calculated with ωB97M-V/def2-TZVPD.

Output
- Kohn-Sham gap (alpha / beta): 6.67 / 6.67 eV
- Largest force on an atom: 1.12 eV/A
- Charge: -1
- Relative energy (zero: lowest compared OMol25 entry of this formula, charge and spin): 62.4 kJ/mol
- HOMO level (alpha / beta): -5.439 / -5.437 eV

Geometry as XYZ:
```
37
Properties=species:S:1:pos:R:3:lowdin_charge:R:1
Pt -0.74011 -0.20098 0.80714 0.5015
I 0.67336 -0.45746 3.00169 1.2501
I -2.55518 0.18001 -1.02586 1.3485
Te 1.56467 -2.10753 -0.63928 1.7622
Br -3.19806 -3.25645 -0.44522 0.7500
Br -0.17682 2.10863 5.24208 0.7657
Se -2.11191 2.26721 1.67140 0.6295
F 3.22623 -2.06744 -1.51946 -0.3737
F 1.90997 -3.92178 -0.33794 -0.3679
F 2.61450 -1.74072 0.88014 -0.4422
F 0.92789 -2.54712 -2.34773 -0.3485
F 1.52141 -0.27757 -1.08921 -0.4010
O -0.07167 -2.10831 0.17582 -0.7693
O -2.15969 3.54782 2.62984 -0.4741
O -3.20124 2.28449 0.45293 -0.6695
O -2.25626 0.84791 2.47922 -0.6318
O -0.61573 1.99884 0.93355 -0.6155
C -2.38209 -2.73608 -2.06830 -0.7388
C -1.21731 -2.06671 -4.49045 -0.0959
C 0.98723 2.47093 3.81013 -0.7359
C -1.49552 -3.39218 -4.19666 -0.0912
C -2.07553 -3.72889 -2.98653 -0.1387
C -1.51181 -1.08134 -3.56308 -0.1573
C 2.29326 4.07992 2.60031 -0.0740
C -2.10059 -1.40482 -2.34407 -0.6731
C 2.34139 1.77686 1.93663 -0.1437
C 2.76879 3.08134 1.76404 -0.0732
C 1.41290 3.77855 3.62262 -0.1226
C 1.44137 1.48239 2.95239 -0.6696
H 2.67534 0.99373 1.26948 0.0894
H -2.28582 -4.76018 -2.74327 0.0969
H -0.75200 -1.79953 -5.42934 0.1036
H -1.28034 -0.04699 -3.77842 0.0947
H -1.25018 -4.17216 -4.90433 0.1034
H 3.44957 3.31641 0.95779 0.1057
H 2.59918 5.10669 2.45080 0.1038
H 1.03079 4.55251 4.27115 0.1027
```

Record 2
Below is C2H5ClS as an isolated structure, with properties calculated with ωB97M-V/def2-TZVPD.

Output
- Kohn-Sham gap: 8.61 eV
- Largest force on an atom: 9.75 eV/A
- Charge: 0
- Relative energy (zero: lowest compared OMol25 entry of this formula, charge and spin): 377.7 kJ/mol
- HOMO level: -7.839 eV

Geometry as XYZ:
```
9
Properties=species:S:1:pos:R:3:lowdin_charge:R:1
Cl 2.86845 -0.10827 0.14078 0.2993
S 0.80565 -0.31697 -0.05941 0.5451
C -0.94077 -0.73558 0.12743 -0.4619
C -0.66212 0.72089 0.11306 -0.4212
H -1.21521 -1.19415 1.07195 0.0640
H -1.41543 -1.17440 -0.74508 0.0606
H 2.24810 0.25256 -0.92162 -0.2219
H -0.74438 1.26908 1.04438 0.0670
H -0.94430 1.28684 -0.77148 0.0689
```

Record 3
Below is C15H31F5OP2ReTe as an isolated structure, with properties calculated with ωB97M-V/def2-TZVPD.

Output
- Kohn-Sham gap (alpha / beta): 6.60 / 4.24 eV
- Largest force on an atom: 6.62 eV/A
- Charge: +2
- Relative energy (zero: lowest compared OMol25 entry of this formula, charge and spin): 513.1 kJ/mol
- HOMO level (alpha / beta): -15.029 / -15.062 eV
- Spin multiplicity: 4

Geometry as XYZ:
```
56
Properties=species:S:1:pos:R:3:lowdin_charge:R:1
Re 2.97781 -0.39669 -1.07477 1.0585
Te -0.74084 1.02790 0.67766 2.0868
P 3.49214 -4.27245 1.05253 1.0693
P 4.76268 -1.47825 -1.47050 0.6709
F -0.59008 2.23624 -0.87824 -0.4035
F -0.92735 -0.44703 -0.70399 -0.4415
F -1.25133 -0.17613 2.22315 -0.3894
F -0.89932 2.53286 1.94535 -0.3960
F -2.60666 1.13849 0.47477 -0.3534
O 3.70752 1.18972 -0.95323 -0.4062
C 0.99486 -3.85202 0.06113 -0.2271
C 2.78434 -6.01229 1.22069 -0.1492
C -0.24062 -3.01336 0.07390 -0.1866
C 2.19317 -3.06968 0.54275 -0.3175
C 4.85177 -4.14221 -0.13562 -0.2958
C 5.47321 -2.73767 -0.35158 -0.3719
C 6.12895 -0.22551 -1.11352 -0.1922
C -0.56336 -2.79343 1.52001 -0.0869
C 1.72197 -0.25845 -2.67889 -0.2346
C 4.29944 -4.49238 2.72016 -0.1597
C 1.12941 -1.53865 3.26721 -0.1475
C 0.06376 -2.34459 2.62171 -0.1253
C 2.55108 -1.71177 2.68897 -0.1806
C 2.22007 -1.86238 1.30178 -0.1898
C 4.91442 -2.51545 -2.97975 -0.1875
H 6.41391 -0.29726 -0.04504 0.0663
H 5.21111 -3.91207 2.86165 0.0741
H 5.62643 -4.81484 0.26389 0.1173
H 5.78328 0.81150 -1.26564 0.0334
H 1.82014 -6.03576 1.75877 0.0793
H 3.41338 -6.65713 1.85698 0.0644
H 1.13763 -4.27431 -0.93257 0.1398
H 2.19203 -0.30862 -3.66866 0.0298
H 4.57760 -5.54458 2.87343 0.0702
H -1.08738 -3.52514 -0.38576 0.1397
H 2.31046 -0.75378 0.76355 0.0721
H -1.60029 -3.07591 1.68928 0.1296
H 1.37513 0.76446 -2.45575 0.0179
H 2.67414 -6.56324 0.27887 0.0768
H 4.51121 -4.59620 -1.07143 0.0880
H 0.81109 -4.69458 0.74394 0.1035
H 0.89005 -0.46443 3.21568 0.1180
H -0.15739 -2.11961 -0.56665 0.0770
H 6.47446 -2.89977 -0.76493 0.1070
H -0.52078 -2.73497 3.44611 0.1167
H 5.97380 -2.66458 -3.22400 0.0772
H 1.16398 -1.82320 4.32982 0.1406
H 4.47185 -3.48580 -2.73538 0.0392
H 3.19943 -0.84316 2.89667 0.1464
H 5.62998 -2.25756 0.62325 0.0839
H 3.08681 -2.57737 3.09908 0.0754
H 7.01780 -0.39317 -1.73332 0.0691
H 3.60350 -4.26869 3.53594 0.0684
H 0.87129 -0.93455 -2.58656 0.0106
H 4.35403 -2.06610 -3.80193 0.0537
H 2.33328 -2.17516 -0.68010 0.0713
```

Record 4
Below is C16H24F12FeO12P2 as an isolated structure, with properties calculated with ωB97M-V/def2-TZVPD.

Output
- Kohn-Sham gap (alpha / beta): 11.05 / 8.81 eV
- Largest force on an atom: 1.76 eV/A
- Charge: 0
- Relative energy (zero: lowest compared OMol25 entry of this formula, charge and spin): 16.0 kJ/mol
- HOMO level (alpha / beta): -10.991 / -8.752 eV
- Spin multiplicity: 5

Geometry as XYZ:
```
67
Properties=species:S:1:pos:R:3:lowdin_charge:R:1
Fe -0.18089 8.91113 -20.61081 0.9219
P 1.27509 11.22479 -18.84102 0.1814
P 0.82636 6.34942 -19.22801 0.2048
F 1.19122 7.11325 -17.85997 -0.1228
F 0.46090 5.61334 -20.63414 -0.1453
F 1.12162 12.08877 -17.49769 -0.1388
F 1.86021 12.46512 -19.65689 -0.1329
F -0.53391 7.26965 -19.41346 -0.1899
F 0.00930 5.25434 -18.39866 -0.1268
F -0.23547 11.64298 -19.29035 -0.1633
F 0.61083 9.90469 -18.12295 -0.1662
F 1.55518 7.58214 -20.05848 -0.1718
F 2.16988 5.48866 -19.16183 -0.1252
F 2.74903 10.77415 -18.42600 -0.1248
F 1.41584 10.27484 -20.20514 -0.2014
O 3.36911 8.44630 -22.75075 0.1189
O -1.41096 7.84671 -22.03205 0.1103
O -1.79972 12.44880 -22.46224 0.1132
O -4.28421 9.01980 -19.53193 0.0978
O -2.06975 9.28522 -19.72083 0.1210
O -0.76376 10.57180 -21.85362 0.1287
O -3.32967 6.71372 -22.25947 0.1116
O -3.32825 10.82037 -18.72371 0.1274
O 1.18141 8.63768 -22.35154 0.1139
O 1.91062 7.63489 -24.19339 0.1004
O -1.59613 10.81484 -23.93845 0.1002
O -1.43453 5.75301 -22.77216 0.1048
C -2.39805 4.75256 -23.07397 -0.0536
C 2.08341 8.29779 -23.04496 -0.5314
C -1.99819 6.84552 -22.32672 -0.5300
C -2.21657 11.86261 -24.66014 -0.0812
C -4.62929 10.82413 -18.12739 -0.2902
C -5.36252 9.73416 -18.95109 -0.0756
C -5.21711 12.22907 -18.14751 -0.0078
C -1.54180 14.27621 -24.00307 -0.0195
C 5.16740 6.93349 -23.07605 -0.0209
C 4.20780 7.84729 -23.77296 -0.2845
C -3.12802 9.67097 -19.33814 -0.5161
C -4.84791 5.45512 -23.60496 -0.0251
C -2.32065 13.01309 -23.64613 -0.3150
C -3.72090 5.37838 -22.58415 -0.2894
C -1.31282 11.20375 -22.69127 -0.4897
C 3.15794 7.12054 -24.63301 -0.0919
H -0.46198 14.11056 -23.97669 0.0958
H 3.36518 7.21520 -25.69940 0.1318
H -4.49573 10.45627 -17.10749 0.1572
H -6.08481 10.08859 -19.68342 0.1332
H -5.69033 6.06447 -23.29298 0.0848
H -2.18650 3.82354 -22.54993 0.1391
H -4.47492 5.78583 -24.57694 0.0877
H -1.78225 14.68139 -24.98663 0.0859
H -5.20692 4.43898 -23.79770 0.0894
H -1.62956 12.13511 -25.53881 0.1350
H -6.07829 12.18177 -17.47844 0.0899
H 5.76786 7.41372 -22.30356 0.0939
H -1.71139 15.06230 -23.26645 0.0867
H -5.87067 9.13852 -18.19239 0.1340
H -5.56267 12.42614 -19.16342 0.0845
H -2.32677 4.57081 -24.14752 0.1361
H 4.63778 8.65574 -24.36372 0.1545
H 5.80260 6.54143 -23.87740 0.0955
H -4.10045 4.81960 -21.72742 0.1536
H 3.18224 6.03704 -24.48722 0.1333
H -3.37998 13.25942 -23.54634 0.1491
H -3.20716 11.53153 -24.97533 0.1329
H -4.52786 13.01219 -17.85074 0.0917
H 4.66056 6.15131 -22.51036 0.0996
```

> Which of these has the highest largest force on an atom?

C2H5ClS

What did the first record say?
Below is C12H8Br2F5I2O5PtSeTe as an isolated structure, with properties calculated with ωB97M-V/def2-TZVPD.

Output
- Kohn-Sham gap (alpha / beta): 6.67 / 6.67 eV
- Largest force on an atom: 1.12 eV/A
- Charge: -1
- Relative energy (zero: lowest compared OMol25 entry of this formula, charge and spin): 62.4 kJ/mol
- HOMO level (alpha / beta): -5.439 / -5.437 eV

Geometry as XYZ:
```
37
Properties=species:S:1:pos:R:3:lowdin_charge:R:1
Pt -0.74011 -0.20098 0.80714 0.5015
I 0.67336 -0.45746 3.00169 1.2501
I -2.55518 0.18001 -1.02586 1.3485
Te 1.56467 -2.10753 -0.63928 1.7622
Br -3.19806 -3.25645 -0.44522 0.7500
Br -0.17682 2.10863 5.24208 0.7657
Se -2.11191 2.26721 1.67140 0.6295
F 3.22623 -2.06744 -1.51946 -0.3737
F 1.90997 -3.92178 -0.33794 -0.3679
F 2.61450 -1.74072 0.88014 -0.4422
F 0.92789 -2.54712 -2.34773 -0.3485
F 1.52141 -0.27757 -1.08921 -0.4010
O -0.07167 -2.10831 0.17582 -0.7693
O -2.15969 3.54782 2.62984 -0.4741
O -3.20124 2.28449 0.45293 -0.6695
O -2.25626 0.84791 2.47922 -0.6318
O -0.61573 1.99884 0.93355 -0.6155
C -2.38209 -2.73608 -2.06830 -0.7388
C -1.21731 -2.06671 -4.49045 -0.0959
C 0.98723 2.47093 3.81013 -0.7359
C -1.49552 -3.39218 -4.19666 -0.0912
C -2.07553 -3.72889 -2.98653 -0.1387
C -1.51181 -1.08134 -3.56308 -0.1573
C 2.29326 4.07992 2.60031 -0.0740
C -2.10059 -1.40482 -2.34407 -0.6731
C 2.34139 1.77686 1.93663 -0.1437
C 2.76879 3.08134 1.76404 -0.0732
C 1.41290 3.77855 3.62262 -0.1226
C 1.44137 1.48239 2.95239 -0.6696
H 2.67534 0.99373 1.26948 0.0894
H -2.28582 -4.76018 -2.74327 0.0969
H -0.75200 -1.79953 -5.42934 0.1036
H -1.28034 -0.04699 -3.77842 0.0947
H -1.25018 -4.17216 -4.90433 0.1034
H 3.44957 3.31641 0.95779 0.1057
H 2.59918 5.10669 2.45080 0.1038
H 1.03079 4.55251 4.27115 0.1027
```

> Which of these has the highest relative energy (zero: lowest compared OMol25 entry of this formula, charge and spin)?

C15H31F5OP2ReTe

> The highest charge belongs to which entry?

C15H31F5OP2ReTe